# 1
C6H14FN2O4PS | wB97M-V/def2-TZVPD

Geometry (Å):
1 C 2.93 -1.03 -1.74
2 O -0.51 -1.97 0.11
3 O 0.02 -2.87 2.32
4 C 2.07 0.17 -1.34
5 H 0.57 2.94 -0.19
6 C -0.20 1.61 1.18
7 C -0.77 0.25 0.81
8 H 2.26 1.00 -2.01
9 H -0.98 2.47 -0.55
10 H -2.69 1.46 -0.62
11 H 2.39 0.44 -0.34
12 H 2.96 -1.14 -2.81
13 H -2.76 -0.81 -0.62
14 H 0.54 -1.12 -2.00
15 F -0.23 0.71 -1.95
16 H -3.22 0.38 2.26
17 C 0.60 -0.24 -1.37
18 N -3.65 0.39 1.34
19 H 3.92 -0.98 -1.31
20 S -0.94 -2.07 1.67
21 H 2.46 -1.92 -1.34
22 N -0.32 2.67 0.18
23 O -0.75 -0.50 2.07
24 H -0.77 1.93 2.05
25 H 0.98 -0.77 0.65
26 H 0.83 1.52 1.50
27 P -2.57 0.32 0.21
28 O -2.27 -2.45 1.86
29 C 0.12 -0.67 0.00

The value obtained for the molar mass is 260.23 g mol⁻¹. The calculation puts the HOMO energy at -8.8 eV. The net charge is 0. For the LUMO energy, the calculation gives 0.5 eV.

# 2
CHN2O4S | wB97M-V/def2-TZVPD

Geometry (Å):
1 O 0.13 1.02 0.83
2 S 1.32 0.27 -0.03
3 O -1.93 -1.52 -0.33
4 N 0.31 -1.47 0.00
5 N -1.05 0.40 0.33
6 H -1.72 1.08 -0.10
7 O 2.54 0.38 0.68
8 O 1.29 0.85 -1.37
9 C -0.89 -1.00 0.00

The value obtained for the molar mass is 137.10 g mol⁻¹. The SMILES is O=C1N=[S@](=O)([O-])ON1. The calculation puts the HOMO energy at -5.0 eV. The net charge is -1. For the LUMO energy, the calculation gives 3.9 eV.

# 3
C32H41F7N2O25 | wB97M-V/def2-TZVPD

Geometry (Å):
1 O 2.82 0.30 -2.89
2 C -3.15 -3.10 6.02
3 H 6.61 -0.86 -10.34
4 F 4.14 -3.27 -6.82
5 C 1.57 0.52 -2.43
6 H -3.68 -4.38 7.67
7 H -0.38 -3.64 0.99
8 C -5.97 4.92 1.20
9 H 2.43 -4.04 -6.14
10 O -5.20 -3.11 7.06
11 C 1.88 4.00 0.84
12 C -4.85 5.38 3.10
13 H 2.43 3.85 1.78
14 H 7.27 -2.84 -9.02
15 O -1.75 -1.30 1.79
16 C -1.31 -1.86 2.94
17 O 1.32 -0.47 4.16
18 C 6.97 -0.68 -9.34
19 C -0.76 -1.48 0.77
20 O -5.95 4.74 2.60
21 H 3.17 -2.26 -1.98
22 C 6.17 -0.99 -7.25
23 O -1.85 -1.79 3.99
24 C 3.57 -3.09 -4.51
25 H 3.51 -2.72 -0.24
26 H 3.32 -0.24 0.29
27 O -4.18 -3.46 5.11
28 H 1.61 -1.07 6.12
29 O -5.33 -0.95 0.61
30 H 0.88 1.31 -0.25
31 H 4.52 -2.56 -4.46
32 H 0.22 3.54 -2.73
33 H -4.31 5.76 0.03
34 F 1.32 -2.61 1.00
35 H -4.18 0.84 -1.12
36 C 1.92 -1.35 5.12
37 C -4.50 5.11 0.87
38 H -7.54 -0.73 3.79
39 C 0.40 4.12 1.18
40 H 2.25 4.94 0.42
41 H 2.88 3.23 -0.93
42 H 0.11 3.41 1.97
43 O -4.67 5.62 4.24
44 O 5.51 -0.87 -6.27
45 O 7.33 -1.69 -7.33
46 H -2.87 -2.06 5.83
47 O -4.01 5.70 2.09
48 H 3.95 1.36 -1.48
49 H 0.18 5.12 1.56
50 O 1.93 0.31 2.15
51 H -4.20 1.92 0.28
52 C 3.82 0.33 -1.82
53 C 2.19 -0.26 3.16
54 C -3.82 -3.34 7.36
55 F -6.49 3.81 0.62
56 F 8.99 -1.85 -8.85
57 H -3.07 0.53 0.21
58 C 3.40 -1.13 4.84
59 H 1.64 -2.38 4.90
60 H -1.85 2.61 -3.27
61 N 1.13 2.17 -0.73
62 C -5.73 0.44 3.66
63 C -1.15 1.87 -2.88
64 H -0.12 -0.60 0.74
65 F 4.14 -2.24 5.03
66 O 3.40 -0.79 3.46
67 H -3.49 -2.67 8.15
68 H -5.42 1.48 3.54
69 O 4.06 -5.10 -5.49
70 C 2.28 2.84 -0.11
71 O 0.75 -0.36 -2.36
72 O -1.50 1.55 -1.53
73 O 4.13 -6.33 -3.60
74 O -0.15 -2.54 2.70
75 C -5.38 -3.28 5.73
76 H -1.23 -1.64 -0.20
77 C 7.65 -1.87 -8.69
78 C 3.94 -5.30 -4.14
79 H 0.61 2.38 -4.00
80 C -3.55 1.32 -0.36
81 F -2.07 -3.89 5.82
82 O -6.42 -3.25 5.17
83 H 7.64 0.19 -9.32
84 O -2.62 3.42 -1.02
85 O -7.02 -0.15 1.87
86 H 3.85 -0.31 5.40
87 H -4.01 4.15 0.71
88 C 3.45 -3.86 -5.81
89 F -5.45 0.06 4.92
90 H -6.61 5.77 0.96
91 O -5.00 -0.37 2.76
92 N 1.31 1.89 -2.12
93 O 3.55 -4.15 -3.55
94 H 2.76 -2.39 -4.32
95 C 0.26 2.47 -2.96
96 H 4.74 0.02 -2.31
97 H -0.24 3.95 0.32
98 H -7.84 0.99 3.39
99 C 3.53 -0.63 -0.70
100 H -1.25 0.97 -3.49
101 C -7.17 0.15 3.26
102 H 2.92 2.13 0.43
103 O 5.87 -0.44 -8.45
104 C -5.76 -0.55 1.64
105 C 0.01 -2.67 1.30
106 C -2.54 2.22 -1.00
107 C 3.41 -1.94 -0.97

The value obtained for the molar mass is 986.65 g mol⁻¹. The SMILES is C=CCOC(=O)N(CCOC(C)=O)NCCC.O=C1OC[C@@H](F)O1.O=C1OC[C@@H](F)O1.O=C1OC[C@@H](F)O1.O=C1OC[C@@H](F)O1.O=C1OC[C@@H](F)O1.O=C1OC[C@@H](F)O1.O=C1OC[C@@H](F)O1. The calculation puts the HOMO energy at -8.7 eV. The net charge is 0. For the LUMO energy, the calculation gives 0.5 eV.

# 4
C25H43BrN4O12P2 | wB97M-V/def2-TZVPD

Geometry (Å):
1 C 4.89 3.36 -7.60
2 Br 6.84 0.48 -1.15
3 H 2.05 0.70 8.30
4 O -2.53 0.06 -1.52
5 C 3.59 -0.63 -0.07
6 C 3.41 -0.19 -3.46
7 C 3.40 -0.71 -6.06
8 C 5.65 -0.57 -6.38
9 O -1.20 0.39 5.67
10 C 5.65 0.12 -2.60
11 N 7.97 0.91 -5.00
12 H 2.13 -0.95 8.92
13 C -1.21 -1.36 1.04
14 H 3.18 1.30 -0.92
15 H -4.77 1.34 8.00
16 C -4.14 0.46 7.91
17 C -1.71 -0.17 4.46
18 H 0.37 1.06 -3.40
19 H -3.82 -0.30 4.92
20 O 6.63 -0.95 -6.92
21 C -4.30 -2.69 -3.36
22 O -5.18 -1.43 -1.44
23 H -0.13 -1.46 0.95
24 C 4.28 0.09 -2.39
25 H -3.35 -1.10 9.19
26 H -3.31 1.28 4.34
27 H -6.36 -2.39 -2.81
28 H 4.46 -0.92 0.50
29 H -1.52 -1.73 2.01
30 H -0.26 -1.03 9.30
31 H 1.68 -1.00 -2.52
32 C -3.16 0.20 4.21
33 H -4.16 2.20 -0.94
34 C 5.38 -0.33 -4.91
35 C -1.91 -2.14 -0.06
36 H 3.76 1.21 -8.33
37 C 4.00 -0.39 -4.70
38 C 3.64 0.33 -1.06
39 O 9.10 0.85 -5.19
40 H 5.23 2.19 -6.04
41 N 4.40 -0.29 -7.02
42 H -6.65 2.57 -1.36
43 H 2.64 -1.12 0.13
44 P -1.71 -0.21 7.09
45 H -1.46 -0.30 1.01
46 C 4.09 1.14 -7.29
47 C 1.92 -0.28 -3.31
48 H -4.89 -0.42 9.73
49 O -2.90 0.90 7.31
50 O 7.60 -0.09 -4.02
51 H 5.59 3.67 -8.38
52 N 5.22 2.03 -7.04
53 H -6.94 0.94 -0.75
54 C -5.42 -1.84 -2.81
55 H 1.44 -0.62 7.32
56 H 0.25 0.54 9.88
57 N 1.30 1.03 -3.02
58 C 0.16 -0.07 8.98
59 H 3.23 1.46 -6.68
60 H -5.57 -0.95 -3.43
61 H -1.86 -3.21 0.16
62 H -3.37 -2.13 -3.43
63 H -5.14 2.22 0.52
64 H 1.50 -0.71 -4.23
65 C 1.52 -0.25 8.34
66 O -3.29 -1.79 -0.14
67 O -4.47 0.38 0.00
68 H -1.59 -1.26 4.47
69 C -3.93 -0.17 9.27
70 H -4.55 -3.05 -4.36
71 H 3.89 3.39 -8.03
72 H -4.64 -0.24 7.23
73 O -0.74 0.61 8.11
74 H 1.85 1.74 -3.48
75 H -3.47 -0.08 3.21
76 O 2.37 -1.22 -6.35
77 H -3.38 0.50 9.93
78 H -1.10 0.22 3.65
79 C -6.21 1.59 -1.23
80 H -6.00 1.17 -2.22
81 H 4.91 4.13 -6.82
82 H -1.42 -1.99 -1.02
83 O -1.16 -1.59 7.16
84 C 6.24 -0.10 -3.84
85 P -3.80 -0.59 -1.12
86 H -4.11 -3.55 -2.71
87 C -4.94 1.67 -0.40

The value obtained for the molar mass is 733.49 g mol⁻¹. The SMILES is C=Cc1c(Br)c(ON=O)c2c(c1CN)C(=O)N(CNC)C2=O.CCOP(=O)(OCC)OCC.CCOP(=O)(OCC)OCC. The calculation puts the HOMO energy at -8.2 eV. The net charge is 0. For the LUMO energy, the calculation gives -0.4 eV.

# 5
C4H12OS2 | wB97M-V/def2-TZVPD

Geometry (Å):
1 C 1.20 -3.39 -0.89
2 H -0.33 4.75 2.70
3 H -0.03 1.47 1.14
4 C -0.68 2.18 0.60
5 S -0.50 1.82 -1.22
6 C 0.47 -0.98 -1.27
7 H -1.72 2.00 0.91
8 H 1.45 -3.83 -1.87
9 H 2.10 -2.89 -0.49
10 H -0.39 3.21 0.90
11 H -0.70 -2.48 -0.20
12 S -1.07 -0.05 -1.61
13 H 1.21 -0.96 -2.09
14 H -0.46 -2.77 -1.94
15 H 0.94 -0.53 -0.38
16 O -0.79 4.27 3.43
17 H 0.92 -4.20 -0.20
18 C 0.02 -2.36 -1.03
19 H -1.65 4.72 3.52

The value obtained for the molar mass is 140.27 g mol⁻¹. The SMILES is CCCSSC.O. The calculation puts the HOMO energy at -8.7 eV. The net charge is 0. For the LUMO energy, the calculation gives 0.6 eV.

# 6
C6H10O | wB97M-V/def2-TZVPD

Geometry (Å):
1 H -3.01 -0.44 0.86
2 C -2.07 -0.06 0.45
3 H 1.93 -0.92 -0.91
4 C -0.92 -0.81 -0.13
5 O -1.22 0.87 1.12
6 C -1.79 0.07 -1.01
7 C 2.27 -0.20 -0.15
8 H -2.45 -0.42 -1.72
9 H 3.14 0.31 -0.55
10 H 0.86 1.35 -0.68
11 C 1.15 0.79 0.21
12 C -0.06 0.06 0.77
13 H -0.79 -1.87 -0.29
14 H -1.41 1.04 -1.30
15 H 2.60 -0.77 0.73
16 H 1.52 1.51 0.94
17 H 0.24 -0.51 1.66

The value obtained for the molar mass is 98.14 g mol⁻¹. The calculation puts the HOMO energy at -9.3 eV. The net charge is 0. For the LUMO energy, the calculation gives 1.2 eV.

# 7
C18H33N4O4 | wB97M-V/def2-TZVPD

Geometry (Å):
1 C 0.19 2.95 -2.36
2 C -0.94 -0.91 2.92
3 C -3.80 2.20 -1.64
4 N 0.02 -2.07 3.01
5 H 4.05 -0.97 -2.32
6 H -2.49 0.76 -2.94
7 H -4.39 3.12 1.59
8 O -3.27 3.39 -1.97
9 O -0.71 -0.03 4.08
10 C -3.74 2.44 0.87
11 H 0.91 0.04 -2.81
12 N -4.56 2.03 -0.33
13 H 1.16 -2.48 -2.93
14 N 1.67 -0.70 4.43
15 C 2.66 -3.21 -1.32
16 H -2.45 1.56 2.61
17 C 2.47 -2.14 -0.05
18 H -4.17 0.65 2.30
19 H -4.20 1.15 -3.67
20 H 1.48 -1.54 -0.24
21 H -0.79 2.31 -2.24
22 H -0.28 0.85 1.46
23 C -3.23 1.16 1.80
24 H -2.42 0.19 -0.23
25 C 2.33 -2.48 -2.75
26 H 2.67 -0.34 4.37
27 H 3.48 -3.61 1.37
28 H 3.78 -3.62 -1.34
29 H 2.03 0.36 -1.31
30 C 3.03 -0.99 -2.91
31 H 3.51 -1.70 2.83
32 H 3.28 -0.85 -4.05
33 C 2.46 -2.98 1.39
34 H -4.02 -0.11 -2.19
35 H 0.78 1.18 5.07
36 H -2.96 -1.07 1.06
37 H 1.18 4.39 -0.76
38 N 2.56 -2.06 2.58
39 H 1.05 0.99 3.19
40 H 1.97 -4.14 -1.16
41 C -3.63 0.90 -2.66
42 H 2.79 -3.17 -3.61
43 C 2.03 0.26 -2.50
44 H -0.49 5.09 -1.63
45 C -2.45 0.00 0.95
46 H -2.76 3.05 0.61
47 C 1.44 -1.69 3.26
48 C -0.88 -0.16 1.47
49 O 1.21 2.68 -4.71
50 H -0.39 -0.94 0.71
51 C 1.33 2.41 -3.40
52 C 0.69 0.43 4.15
53 O 2.52 1.57 -3.01
54 H -2.04 -1.35 3.06
55 H -4.89 1.04 -0.27
56 H -0.14 -2.80 2.30
57 C 0.31 4.21 -1.54
58 H 3.44 -1.48 -0.04
59 H 1.61 -3.79 1.45

The value obtained for the molar mass is 369.49 g mol⁻¹. The SMILES is C=CC(=O)OCCCCCCNC1=[NH+][C@H](CCCCNC(C)=O)OCN1. The calculation puts the HOMO energy at -10.8 eV. The net charge is +1. For the LUMO energy, the calculation gives -3.9 eV.

# 8
C41H52AsAuGeN3OSi3 | wB97M-V/def2-TZVPD

Geometry (Å):
1 H -2.59 -2.78 1.65
2 Au -0.30 -0.67 0.22
3 H -2.78 2.85 3.62
4 C -3.81 -0.34 -0.31
5 C -1.15 -5.44 -0.44
6 H -0.56 -8.48 0.92
7 C -2.56 1.57 -0.52
8 H 1.59 -0.08 5.83
9 N 1.02 2.14 -0.26
10 O 2.09 0.14 0.19
11 H 2.90 2.03 3.99
12 H 4.49 0.24 -0.20
13 H -1.00 -1.14 5.98
14 C -0.42 -7.44 0.69
15 Ge 0.00 -0.33 2.65
16 C 1.89 -2.30 -2.51
17 H 3.10 -0.97 5.71
18 H 2.47 -2.65 2.62
19 C 0.14 -1.66 -4.26
20 C -0.09 1.89 5.27
21 C 5.81 1.94 -0.27
22 Si -1.38 -2.07 3.68
23 H 5.36 -3.10 -1.01
24 H 0.90 -1.36 -4.97
25 H 4.35 1.13 3.54
26 Si 2.46 -0.34 3.48
27 C 0.51 -2.13 -3.00
28 C 2.10 1.36 -0.07
29 C 3.49 3.47 -0.20
30 C -2.19 -2.00 -3.73
31 H -1.71 4.27 -0.35
32 H 1.73 -4.90 1.29
33 H 0.54 -3.51 4.37
34 C 2.12 -0.83 5.24
35 C 3.25 -3.10 -0.66
36 H -0.32 4.35 2.88
37 H -2.47 -0.47 5.25
38 C -4.94 1.70 -0.76
39 H -3.81 -1.41 -0.13
40 C 4.39 -2.87 -1.41
41 H 6.85 3.81 -0.34
42 N -0.18 1.51 -0.16
43 H -3.58 -2.96 3.09
44 H 2.58 4.05 -0.18
45 C 0.32 3.48 2.69
46 C -2.36 1.93 3.21
47 H -2.65 1.86 2.16
48 C 4.28 -2.33 -2.69
49 H -5.84 2.27 -0.94
50 H 4.79 5.17 -0.27
51 C 2.01 -2.81 -1.21
52 C 0.68 -6.76 1.20
53 H -3.39 -1.37 2.36
54 H -1.50 3.71 -2.00
55 C 3.41 2.08 -0.17
56 H -0.47 1.00 5.77
57 H 2.98 -1.67 -4.25
58 H -2.81 1.09 3.75
59 C -0.41 -3.64 3.86
60 H 3.26 1.67 2.27
61 H -1.47 -1.25 -5.60
62 C -3.70 2.33 -0.75
63 H -3.23 -1.96 -4.03
64 C 3.04 -2.06 -3.24
65 H -1.84 -4.95 -1.10
66 C -1.11 3.62 -0.99
67 H -3.64 3.39 -0.92
68 H -2.46 -2.12 5.85
69 N -2.62 0.25 -0.30
70 H -2.62 -2.75 -1.77
71 H 3.10 -1.47 1.41
72 C 0.87 -5.42 0.90
73 C 3.07 -1.76 2.46
74 H 1.60 -1.79 5.32
75 C 3.29 1.28 3.29
76 H 5.18 -2.15 -3.27
77 H 4.10 -1.98 2.80
78 H 0.47 3.39 1.61
79 H -5.94 -0.20 -0.53
80 C -1.33 -6.78 -0.13
81 C -1.85 -2.45 -2.46
82 H -2.18 -7.32 -0.53
83 C 5.89 3.32 -0.29
84 C -1.21 2.20 -0.52
85 H 3.34 -3.52 0.33
86 H -0.08 3.95 -0.98
87 C 4.73 4.09 -0.25
88 C -1.85 -1.36 5.34
89 H 1.28 3.67 3.16
90 C -0.05 -4.77 0.08
91 As 0.27 -2.95 -0.41
92 H -0.23 -4.12 2.89
93 C -5.00 0.33 -0.53
94 H -0.57 2.75 5.76
95 C -2.87 -2.30 2.59
96 H 0.98 1.99 5.46
97 C 4.57 1.31 -0.21
98 H -1.01 -4.34 4.45
99 Si -0.51 2.03 3.47
100 C -1.20 -1.60 -4.61
101 H 1.40 -7.28 1.82
102 H 6.71 1.35 -0.31
103 C -0.51 -2.52 -2.11

The value obtained for the molar mass is 1031.64 g mol⁻¹. The spin multiplicity is 2. The calculation puts the HOMO energy (alpha / beta) at -12.6 / -12.7 eV. The net charge is +2. For the LUMO energy (alpha / beta), the calculation gives -7.1 / -8.1 eV.